(1)
{
  "formula": "C44H54F5IrN3O2SSe3",
  "method": "wB97M-V/def2-TZVPD",
  "species": ["Ir", "C", "C", "C", "C", "C", "C", "C", "N", "C", "C", "C", "C", "C", "C", "O", "C", "C", "C", "C", "C", "C", "C", "C", "C", "O", "C", "C", "C", "C", "C", "C", "H", "H", "H", "H", "H", "H", "H", "H", "H", "H", "H", "H", "H", "H", "H", "H", "H", "H", "H", "H", "H", "H", "H", "H", "H", "H", "H", "H", "H", "H", "H", "H", "H", "H", "H", "H", "H", "H", "H", "H", "C", "Se", "C", "C", "Se", "C", "H", "H", "H", "H", "H", "H", "H", "H", "H", "H", "Se", "N", "C", "C", "C", "C", "C", "C", "N", "H", "H", "H", "H", "F", "C", "C", "F", "C", "F", "C", "S", "C", "F", "C", "F"],
  "xyz": [[12.10, 13.22, 14.50], [7.14, 17.87, 16.94], [6.54, 16.42, 16.55], [6.27, 15.64, 17.87], [5.11, 16.58, 15.86], [7.62, 15.72, 15.69], [8.87, 15.47, 16.19], [9.82, 14.81, 15.44], [11.00, 14.28, 15.84], [11.37, 14.42, 17.20], [12.39, 15.28, 17.56], [12.77, 15.46, 18.88], [12.21, 14.64, 19.92], [11.39, 13.60, 19.58], [10.73, 13.61, 18.24], [9.66, 12.98, 18.02], [11.10, 12.36, 20.40], [12.14, 12.12, 21.53], [9.69, 12.52, 21.04], [11.13, 11.12, 19.43], [13.81, 16.55, 19.22], [14.04, 16.71, 20.71], [13.28, 17.88, 18.67], [15.20, 16.28, 18.48], [9.65, 14.67, 14.03], [10.57, 13.94, 13.41], [8.40, 15.00, 13.46], [7.41, 15.39, 14.32], [8.25, 15.00, 11.99], [9.49, 15.60, 11.33], [8.12, 13.57, 11.48], [6.96, 15.78, 11.62], [6.35, 18.53, 17.37], [7.48, 18.41, 16.06], [7.85, 17.65, 17.72], [5.91, 16.29, 18.67], [7.18, 15.11, 18.19], [5.56, 14.85, 17.72], [4.43, 16.97, 16.59], [4.79, 15.58, 15.55], [5.23, 17.21, 15.03], [9.09, 15.44, 17.26], [12.94, 15.87, 16.79], [12.46, 14.90, 20.97], [12.03, 12.93, 22.32], [13.15, 12.14, 21.11], [11.97, 11.14, 22.12], [9.80, 13.24, 21.89], [9.27, 11.56, 21.45], [9.01, 12.95, 20.32], [12.01, 11.13, 18.78], [10.30, 11.21, 18.75], [11.10, 10.13, 19.90], [13.02, 16.77, 21.14], [14.67, 17.55, 20.92], [14.48, 15.85, 21.23], [12.32, 18.15, 19.17], [13.07, 17.77, 17.58], [13.94, 18.72, 18.74], [15.49, 15.29, 18.72], [15.96, 17.02, 18.71], [15.03, 16.26, 17.44], [6.44, 15.46, 13.92], [10.42, 15.08, 11.60], [9.64, 16.66, 11.50], [9.46, 15.60, 10.23], [9.04, 13.05, 11.67], [7.88, 13.54, 10.42], [7.37, 13.03, 12.06], [6.98, 16.76, 12.06], [6.09, 15.30, 12.08], [6.88, 15.87, 10.53], [8.31, 7.99, 12.89], [8.05, 8.32, 14.80], [9.66, 7.54, 15.82], [10.58, 6.59, 15.01], [12.03, 7.65, 14.10], [13.12, 6.02, 13.82], [8.49, 6.97, 12.63], [9.14, 8.55, 12.58], [7.39, 8.40, 12.46], [9.24, 7.11, 16.76], [10.13, 8.49, 16.04], [9.98, 6.10, 14.24], [11.09, 5.90, 15.70], [12.67, 5.40, 13.05], [13.20, 5.45, 14.71], [14.08, 6.36, 13.49], [13.53, 8.41, 16.11], [13.38, 12.53, 15.42], [14.67, 12.13, 15.43], [15.76, 13.02, 15.58], [17.02, 12.38, 15.75], [17.16, 11.00, 15.95], [16.13, 10.15, 15.83], [14.83, 10.70, 15.65], [13.71, 10.09, 15.74], [15.67, 14.11, 15.49], [17.81, 13.07, 15.98], [18.09, 10.67, 16.43], [16.21, 9.05, 15.98], [9.11, 12.08, 8.15], [10.11, 12.03, 9.09], [10.21, 11.00, 10.03], [9.32, 9.97, 9.98], [11.21, 11.04, 11.00], [11.24, 10.18, 12.01], [12.22, 12.05, 11.07], [13.10, 12.34, 12.50], [12.19, 12.93, 9.95], [13.13, 13.96, 9.92], [11.13, 12.99, 9.04], [11.12, 13.94, 8.06]],
  "lowdin_charge": [1.3067, -0.0075, -0.4537, -0.0297, -0.0253, -0.0548, 0.0940, -0.1871, -0.0428, -0.1857, 0.0149, -0.1113, 0.0628, -0.0675, -0.2810, 0.0511, -0.5126, -0.0555, -0.0269, -0.0382, -0.5193, -0.0578, -0.0506, -0.0103, -0.1952, -0.2539, -0.0654, 0.0830, -0.5147, -0.0166, -0.0115, -0.0213, 0.1055, 0.0819, 0.0734, 0.0982, 0.0760, 0.0805, 0.0876, 0.0919, 0.0633, 0.1363, 0.1324, 0.1247, 0.0917, 0.0781, 0.1169, 0.0937, 0.1128, 0.0641, 0.0781, 0.0544, 0.0947, 0.0911, 0.0919, 0.0954, 0.1063, 0.0840, 0.0872, 0.0676, 0.0916, 0.0473, 0.0935, 0.0789, 0.0965, 0.1010, 0.0611, 0.1001, 0.1062, 0.0899, 0.0909, 0.1048, -0.4164, 0.9006, -0.5111, -0.4352, 0.9996, -0.3085, 0.0149, -0.0384, 0.0349, 0.0789, 0.0007, 0.0689, 0.0870, 0.0561, 0.0267, 0.0285, 0.9241, -0.1647, -0.3048, 0.0433, -0.0100, -0.0564, -0.0203, -0.4077, -0.3573, 0.1249, 0.1161, 0.1340, 0.1099, 0.1161, -0.0968, -0.1201, 0.1031, -0.2305, 0.0323, -0.5300, 0.6838, -0.1555, 0.0464, -0.1158, 0.1109],
  "total_charge": 2,
  "homo_ha": [-0.460, -0.462],
  "max_force_ev_per_a": 4.2,
  "spin_multiplicity": 6,
  "homo_lumo_gap_ev": [5.48, 4.07]
}

(2)
{
  "formula": "C44H55AsIrN4OPTe",
  "method": "wB97M-V/def2-TZVPD",
  "species": ["Ir", "C", "C", "C", "C", "C", "C", "As", "C", "C", "C", "C", "C", "C", "C", "C", "C", "C", "C", "C", "H", "H", "H", "H", "H", "H", "H", "H", "H", "H", "H", "H", "H", "O", "P", "C", "C", "C", "C", "C", "C", "C", "C", "C", "C", "C", "C", "C", "C", "C", "C", "C", "C", "H", "H", "H", "H", "H", "H", "H", "H", "H", "H", "H", "H", "H", "H", "H", "H", "H", "H", "H", "H", "H", "H", "H", "H", "H", "H", "H", "H", "H", "H", "H", "H", "H", "Te", "C", "C", "C", "C", "C", "C", "H", "H", "H", "H", "H", "N", "C", "N", "N", "C", "N", "H", "H", "H", "H"],
  "xyz": [[0.30, 0.04, -0.07], [-5.32, 0.52, -2.19], [-4.20, 1.18, -2.68], [-3.09, 1.37, -1.87], [-3.13, 0.90, -0.56], [-4.24, 0.24, -0.06], [-5.34, 0.04, -0.89], [-1.65, 1.26, 0.58], [-1.40, 3.12, 0.90], [-1.19, 4.14, -0.01], [-1.09, 5.44, 0.46], [-1.21, 5.70, 1.82], [-1.45, 4.67, 2.73], [-1.56, 3.36, 2.28], [-1.88, 2.18, 3.11], [-2.09, 2.20, 4.49], [-2.42, 1.02, 5.15], [-2.55, -0.18, 4.45], [-2.34, -0.21, 3.08], [-2.02, 0.97, 2.43], [-6.18, 0.38, -2.83], [-4.20, 1.57, -3.70], [-2.22, 1.89, -2.26], [-4.28, -0.11, 0.96], [-6.22, -0.46, -0.51], [-1.11, 3.94, -1.07], [-0.93, 6.26, -0.23], [-1.14, 6.72, 2.18], [-1.58, 4.91, 3.78], [-2.02, 3.12, 5.05], [-2.61, 1.04, 6.21], [-2.83, -1.08, 4.98], [-2.44, -1.15, 2.54], [-0.51, -0.42, -1.81], [0.08, -1.42, -2.88], [1.10, -2.62, -1.98], [0.25, -3.63, -1.20], [1.12, -4.80, -0.70], [2.53, -4.34, -0.31], [2.50, -2.89, 0.16], [2.13, -1.98, -1.02], [1.01, -0.50, -4.12], [1.91, 0.60, -3.52], [2.89, 1.09, -4.59], [3.90, -0.02, -4.94], [3.29, -1.42, -4.78], [1.80, -1.42, -5.09], [-1.33, -2.20, -3.70], [-2.57, -2.37, -2.81], [-3.77, -2.74, -3.70], [-3.42, -3.80, -4.76], [-2.12, -4.52, -4.42], [-0.95, -3.53, -4.42], [1.66, -3.17, -2.74], [-0.56, -4.02, -1.81], [-0.23, -3.12, -0.35], [1.18, -5.56, -1.48], [0.63, -5.26, 0.15], [3.21, -4.42, -1.16], [2.94, -4.98, 0.47], [3.46, -2.58, 0.56], [1.77, -2.78, 0.97], [3.03, -1.69, -1.57], [1.81, -0.97, -0.60], [0.22, 0.00, -4.69], [2.48, 0.23, -2.66], [1.28, 1.42, -3.17], [3.41, 1.98, -4.24], [2.33, 1.39, -5.47], [4.78, 0.07, -4.31], [4.24, 0.12, -5.96], [3.46, -1.79, -3.76], [3.80, -2.13, -5.43], [1.41, -2.44, -5.09], [1.65, -1.06, -6.11], [-1.60, -1.46, -4.46], [-2.78, -1.45, -2.27], [-2.41, -3.15, -2.07], [-4.14, -1.83, -4.18], [-4.58, -3.10, -3.05], [-3.31, -3.32, -5.74], [-4.23, -4.52, -4.87], [-1.91, -5.31, -5.15], [-2.21, -5.01, -3.45], [-0.67, -3.30, -5.45], [-0.08, -4.01, -3.96], [1.63, 2.14, -0.29], [3.55, 1.45, -0.64], [4.10, 0.37, 0.05], [5.41, -0.01, -0.22], [6.15, 0.68, -1.17], [5.60, 1.76, -1.85], [4.30, 2.16, -1.59], [3.53, -0.16, 0.80], [5.85, -0.83, 0.32], [7.17, 0.39, -1.38], [6.19, 2.31, -2.58], [3.88, 3.01, -2.11], [1.27, 1.26, 5.28], [1.28, -0.07, 5.27], [1.45, -0.74, 6.40], [1.13, -0.80, 4.16], [1.01, -0.35, 2.98], [0.91, -0.09, 1.85], [1.42, 1.79, 6.12], [1.11, 1.78, 4.43], [1.58, -0.28, 7.29], [1.49, -1.74, 6.37]],
  "lowdin_charge": [0.7034, -0.0423, -0.0532, -0.1179, -0.3710, -0.0791, -0.0423, 1.2688, -0.3583, -0.1370, -0.0424, -0.0222, 0.0085, -0.1871, -0.1922, -0.0084, -0.0408, -0.0496, -0.0914, -0.3178, 0.1249, 0.1210, 0.1014, 0.1015, 0.1231, 0.1007, 0.1235, 0.1264, 0.1208, 0.1201, 0.1224, 0.1211, 0.1163, -0.5411, 0.9241, -0.3333, -0.1809, -0.1530, -0.1652, -0.1796, -0.2038, -0.3268, -0.2281, -0.1689, -0.1611, -0.1725, -0.1570, -0.3237, -0.1890, -0.1700, -0.1706, -0.1831, -0.1788, 0.1324, 0.0899, 0.1176, 0.1240, 0.1240, 0.1251, 0.1252, 0.1137, 0.1105, 0.1101, -0.0056, 0.1336, 0.0682, 0.0782, 0.1005, 0.1274, 0.1043, 0.1229, 0.0949, 0.1265, 0.0927, 0.1348, 0.1365, 0.0835, 0.1060, 0.1080, 0.1188, 0.1204, 0.1195, 0.1259, 0.1168, 0.1194, 0.0964, 1.4311, -0.5984, -0.1518, -0.0421, -0.0199, -0.0424, -0.1504, 0.0811, 0.1229, 0.1276, 0.1293, 0.1057, 0.2217, -0.4564, 0.2227, 0.1616, -0.2934, -0.0653, 0.1357, 0.1136, 0.1374, 0.1390],
  "total_charge": 3,
  "homo_ha": [-0.581, -0.582],
  "max_force_ev_per_a": 0.3,
  "spin_multiplicity": 2,
  "homo_lumo_gap_ev": [6.27, 5.47]
}